Molecular formula: C4H6Cl2O
Method: DFT, wB97M-V/def2-TZVPD

Summary:
LUMO energy: -0.7 eV
Molar mass: 141.00 g/mol
HOMO: -0.309 hartree
Max |F|: 4.0 eV/Å
Relative energy (zero: lowest compared OMol25 entry of this formula, charge and spin): 96.3 kcal per mole

Geometry as XYZ:
```
13
C4H6Cl2O | the Open Molecules 2025 dataset | wB97M-V/def2-TZVPD
C 0.03285 0.19593 -0.76218
C 0.15096 2.99947 0.57204
C 0.40162 -0.36168 0.57392
C -1.19287 0.33888 -1.24133
O -2.32438 -0.18378 -0.84686
Cl 1.68310 3.62919 0.60590
Cl -0.86052 3.91014 -0.31216
H -0.48047 -0.72818 1.09324
H 1.01998 0.40580 1.13394
H 0.95446 -1.30047 0.40617
H -1.23567 1.01247 -2.13819
H 0.87788 0.61848 -1.13424
H -2.23757 -1.05362 -0.36859
```